[1]
{"formula": "C29H29N8O6SeTa", "method": "ωB97M-V/def2-TZVPD", "symbols": ["Ta", "C", "C", "C", "C", "C", "N", "C", "C", "C", "C", "C", "C", "C", "N", "C", "C", "C", "N", "C", "C", "N", "C", "C", "C", "N", "H", "H", "H", "H", "H", "H", "H", "H", "H", "H", "H", "H", "H", "H", "H", "H", "H", "H", "C", "C", "N", "C", "C", "N", "C", "O", "O", "C", "O", "O", "H", "H", "H", "H", "H", "N", "C", "C", "C", "O", "O", "H", "H", "H", "H", "H", "H", "Se"], "positions_angstrom": [[0.3482, -0.4724, 1.2107], [2.8602, 5.2032, -1.0918], [1.8958, 4.0753, -0.8312], [0.8416, 4.2126, 0.0694], [0.0177, 3.1435, 0.3497], [0.1648, 1.9194, -0.2991], [-0.7303, 0.8446, 0.0186], [-2.0729, 1.1073, -0.2202], [-2.4438, 2.0500, -1.1917], [-3.7582, 2.3780, -1.4516], [-4.8031, 1.7558, -0.7752], [-6.2463, 2.0764, -1.0654], [-4.4567, 0.7848, 0.1453], [-3.1325, 0.4651, 0.4306], [-2.9125, -0.5930, 1.3668], [-3.7703, -1.0652, 2.2872], [-3.2419, -2.2273, 2.8013], [-2.0327, -2.3876, 2.1293], [-1.8318, -1.3887, 1.2716], [1.2022, 1.7893, -1.2163], [2.0706, 2.8489, -1.4507], [1.4210, 0.5739, -1.9229], [2.0467, 0.4371, -3.1152], [2.1251, -0.9004, -3.3863], [1.5105, -1.5171, -2.2834], [1.0744, -0.6250, -1.4072], [2.4824, 6.1428, -0.6902], [3.0355, 5.3370, -2.1600], [3.8278, 5.0051, -0.6256], [0.6951, 5.1544, 0.5854], [-0.7758, 3.2308, 1.0818], [-1.6600, 2.5448, -1.7503], [-3.9750, 3.1220, -2.2098], [-6.3414, 3.0631, -1.5178], [-6.8465, 2.0657, -0.1551], [-6.6853, 1.3541, -1.7568], [-5.2480, 0.2360, 0.6402], [-4.6885, -0.5557, 2.5162], [-3.6637, -2.8566, 3.5642], [-1.2792, -3.1448, 2.2573], [2.9200, 2.7028, -2.1064], [2.3726, 1.2909, -3.6819], [2.5615, -1.3684, -4.2510], [1.3794, -2.5673, -2.0925], [-1.8737, -2.9926, -2.0981], [-0.8051, -3.5670, -1.2362], [-0.1922, -2.9313, -0.2642], [0.6911, -3.8140, 0.2799], [0.6380, -5.0096, -0.3765], [-0.3194, -4.8309, -1.3384], [1.3393, -6.3147, -0.2797], [2.2779, -6.4237, 0.6430], [1.0351, -7.2069, -1.0342], [1.4627, -3.3868, 1.4584], [2.3412, -4.0765, 1.9462], [1.0782, -2.2372, 1.9384], [-1.7555, -1.9104, -2.1221], [-2.8601, -3.2203, -1.6898], [-1.8240, -3.3814, -3.1147], [-0.5861, -5.5614, -1.9826], [2.3786, -5.5778, 1.1645], [2.6798, 2.5588, 2.6755], [4.0433, 2.0470, 2.7318], [4.0824, 0.5870, 2.3061], [3.4565, 0.3886, 0.9611], [4.0305, 0.4641, -0.0874], [2.1488, 0.0635, 1.0220], [2.6465, 3.5430, 2.9049], [2.0483, 2.0684, 3.3022], [4.5286, 2.1135, 3.7128], [4.6467, 2.6292, 2.0315], [3.5572, -0.0363, 3.0333], [5.1211, 0.2678, 2.2357], [-0.2727, 0.5030, 3.2568]]}



[2]
{"formula": "C13H25IN2O5P", "method": "ωB97M-V/def2-TZVPD", "total_charge": 1, "symbols": ["C", "C", "C", "I", "C", "C", "C", "C", "O", "C", "C", "O", "N", "N", "C", "C", "C", "C", "P", "O", "O", "O", "H", "H", "H", "H", "H", "H", "H", "H", "H", "H", "H", "H", "H", "H", "H", "H", "H", "H", "H", "H", "H", "H", "H", "H", "H"], "positions_angstrom": [[-1.2489, 1.1853, 2.8128], [-1.1684, -0.3034, 2.4907], [-2.2407, -0.9003, 1.5322], [-3.8721, 0.4383, 1.0601], [-1.7145, -1.5233, 0.2368], [-0.4175, -2.4148, 0.3608], [0.6821, -1.7804, -0.5256], [2.0308, -1.9358, 0.2103], [2.9499, -0.8801, -0.0723], [3.0475, 0.0341, 0.9029], [4.3360, 0.8034, 0.9363], [2.1349, 0.2664, 1.6783], [0.1618, -0.3938, -0.6604], [0.8462, 0.5430, -1.4387], [0.5820, 1.8196, -1.3779], [1.0675, 2.7244, -0.2936], [-0.1907, 2.4977, -2.4589], [-1.3000, -0.5679, -0.8762], [-1.8867, -1.3383, -2.4425], [-1.2049, -2.5810, -2.7707], [-1.8231, -0.2593, -3.6194], [-3.4463, -1.6025, -2.1914], [-0.4042, 1.4170, 3.4625], [-1.1365, 1.8204, 1.9358], [-2.1329, 1.4450, 3.3841], [-0.1580, -0.5251, 2.1509], [-1.2685, -0.8232, 3.4414], [-2.7255, -1.7031, 2.0747], [-2.4546, -2.2712, -0.0283], [-0.5527, -3.4167, -0.0378], [-0.1582, -2.5485, 1.4068], [0.8316, -2.2898, -1.4677], [2.4978, -2.8363, -0.1788], [1.8895, -2.0961, 1.2727], [5.1609, 0.2407, 0.5187], [4.1801, 1.7234, 0.3749], [4.4927, 1.0697, 1.9748], [0.2413, -0.0591, 0.3195], [1.6957, 3.4737, -0.7807], [1.6754, 2.2136, 0.4411], [0.2263, 3.2693, 0.1361], [0.2940, 3.4356, -2.7292], [-1.1434, 2.7907, -2.0077], [-0.3070, 1.8657, -3.3298], [-1.8591, 0.3670, -0.7952], [-2.3851, 0.4874, -3.3738], [-3.8246, -0.8815, -1.6584]]}



[3]
{"formula": "C2H10N2", "method": "ωB97M-V/def2-TZVPD", "symbols": ["N", "H", "H", "H", "C", "N", "C", "H", "H", "H", "H", "H", "H", "H"], "positions_angstrom": [[-2.9184, 0.2034, 0.7861], [-3.1923, -0.6095, 0.2166], [-2.8947, 0.9386, 0.0734], [-3.7337, 0.4374, 1.3623], [0.5250, -0.5365, 0.6861], [1.2100, 0.4680, -0.1208], [1.6925, -0.0424, -1.4211], [1.2364, -1.1465, 1.2517], [-0.2211, -1.0781, 0.1115], [-0.1127, -0.0277, 1.4142], [1.9902, 0.8591, 0.4069], [2.2921, 0.7748, -1.8051], [2.2632, -0.9640, -1.2781], [0.8400, -0.3524, -2.0221]]}



[4]
{"formula": "C2H16NO5", "method": "ωB97M-V/def2-TZVPD", "total_charge": 1, "symbols": ["C", "C", "N", "H", "H", "H", "H", "H", "H", "H", "H", "O", "H", "H", "O", "H", "H", "O", "H", "H", "O", "H", "H", "O"], "positions_angstrom": [[1.6518, 0.6025, 1.0962], [1.2329, 1.3996, 2.0477], [0.6862, -0.2699, 0.3926], [2.6770, 0.4228, 0.7923], [2.0027, 1.9735, 2.5590], [0.2059, 1.5663, 2.3132], [-0.2248, -0.2501, 0.9231], [0.5698, -0.0107, -0.6040], [1.0968, -1.2028, 0.3080], [-1.2958, -1.3864, -3.1038], [0.0302, -1.7589, -3.7531], [-0.4132, -1.7309, -2.8970], [-2.1770, -0.7991, 1.0700], [-2.2761, 0.5980, 1.7104], [-1.7141, -0.2054, 1.6756], [-3.9487, 2.1798, 0.7157], [-3.0938, 2.8559, 1.7991], [-3.0680, 2.1624, 1.1163], [-0.1630, -2.9107, -0.9662], [0.9673, -3.8356, -0.5607], [0.5742, -2.9818, -0.3441], [2.9019, 1.4943, -1.9322], [1.8030, 0.8137, -2.6011], [1.9749, 1.2733, -1.7572]]}



Summary of strongest force on any atom in eV/Å
1.2; 3.1; 1.7; 1.4
(order as listed above)
Summary of lowest unoccupied orbital energy in hartree
-0.0034; -0.1548; 0.0407; -0.1035
(order as listed above)
Summary of highest occupied orbital energy in eV
-7.39; -12.59; -8.38; -14.07
(order as listed above)